11
Properties=species:S:1:pos:R:3:mulliken_charge:R:1 method="wB97M-V/def2-TZVPD" homo_energy_ha=-0.32717 lumo_ev=-0.23 molar_mass_g_mol=119.2 total_charge=0 relative_energy_kj_mol=399.3
C -2.6542 -0.4381 -2.8610 0.058
C -0.1903 -2.2650 -1.2330 -0.385
C 0.4118 0.3666 2.0664 -0.749
N -2.6918 0.6908 -2.7007 -0.349
S 0.7032 -1.3541 -0.2785 0.095
S -0.7434 -0.5925 0.9885 0.010
H -2.6631 -1.4914 -2.8964 0.293
H 0.4718 -2.9460 -1.9733 0.213
H -0.0265 1.3178 2.2648 0.295
H 1.2760 0.4338 1.4427 0.262
H 0.4978 -0.0851 3.1609 0.257